Entry from the OMol25 dataset: one molecule with the formula C19H21N3O6S at a distorted geometry (ωB97M-V with the def2-TZVPD basis set).

XYZ file:
```
50
C19H21N3O6S (ωB97M-V with the def2-TZVPD basis set)
C -3.28 5.66 -0.09
H -3.79 4.70 0.05
O -2.14 5.76 0.72
C -1.12 4.88 0.53
C -1.13 3.86 -0.41
C -0.03 3.00 -0.53
C 1.07 3.16 0.30
C 1.07 4.18 1.24
C -0.01 5.03 1.36
H -0.02 5.82 2.09
H 1.93 4.32 1.88
H 1.92 2.51 0.21
C -0.12 1.94 -1.56
O -0.97 1.96 -2.43
C 0.90 0.82 -1.52
N 1.08 0.29 -0.18
C 2.16 -0.69 -0.11
C 2.39 -1.08 1.35
N 1.18 -1.55 1.97
S 0.92 -3.18 2.07
O -0.20 -3.38 2.93
O 2.18 -3.79 2.38
C 0.45 -3.75 0.42
C -0.88 -3.72 0.05
C -1.22 -4.15 -1.22
C -0.26 -4.61 -2.11
C 1.06 -4.65 -1.71
C 1.42 -4.22 -0.44
H 2.44 -4.26 -0.10
H 1.82 -5.02 -2.39
H -0.57 -4.94 -3.09
N -2.61 -4.11 -1.64
O -3.40 -3.56 -0.90
O -2.89 -4.63 -2.69
H -1.64 -3.38 0.75
C 0.06 -0.67 1.81
C -0.15 -0.28 0.35
H -0.47 -1.16 -0.24
H -0.94 0.47 0.28
H 0.25 0.24 2.39
H -0.82 -1.18 2.22
H 2.73 -0.19 1.90
H 3.14 -1.87 1.44
H 1.92 -1.59 -0.71
H 3.06 -0.23 -0.52
H 0.58 0.04 -2.24
H 1.86 1.22 -1.86
H -1.96 3.70 -1.08
H -3.94 6.46 0.24
H -3.04 5.80 -1.15
```

As for the energy above the lowest of the compared OMol25 structures with the same formula, charge and spin: 120.3 kcal per mole. The calculation puts the total energy at -1750.39471 hartree. As for the HOMO-LUMO gap: 7.894 eV. The calculation puts the max |F| at 1.25 eV Å⁻¹. Its structure (SMILES) is COc1cccc(C(=O)CN2CCN(S(=O)(=O)c3cccc([N+](=O)[O-])c3)CC2)c1. As for the HOMO energy: -8.78 eV.

***

Entry from the OMol25 dataset: C5H8O as an isolated structure (ωB97M-V with the def2-TZVPD basis set).

XYZ file:
```
14
C5H8O (ωB97M-V with the def2-TZVPD basis set)
C 1.58 1.33 0.91
C 0.78 0.07 1.09
C 0.07 -0.41 0.07
C -1.27 -1.06 -0.12
C -1.05 -0.65 -1.59
O 0.22 -0.06 -1.26
H 1.97 1.43 -0.10
H 0.87 2.16 1.07
H 0.57 -0.31 2.08
H 2.38 1.44 1.64
H -2.04 -0.47 0.39
H -1.41 -2.12 0.11
H -0.94 -1.48 -2.30
H -1.73 0.11 -1.99
```

As for the energy above the lowest of the compared OMol25 structures with the same formula, charge and spin: 43.6 kcal per mole. The calculation puts the total energy at -270.48840 hartree. As for the HOMO-LUMO gap: 9.279 eV. The calculation puts the max |F| at 0.47 eV Å⁻¹. As for the HOMO energy: -8.18 eV.

***

Entry from the OMol25 dataset: a 2-piece molecular cluster, CH4ClNO2P overall (ωB97M-V with the def2-TZVPD basis set).

XYZ file:
```
10
CH4ClNO2P (ωB97M-V with the def2-TZVPD basis set)
C -2.45 -0.10 0.38
N 2.63 1.25 -0.82
O 1.67 -1.12 -0.09
O 4.05 -0.46 0.60
P 2.79 -0.14 -0.10
Cl -3.92 -0.75 -0.34
H -2.03 -0.85 1.05
H -2.70 0.80 0.93
H -1.74 0.10 -0.41
H 1.69 1.27 -1.21
```

As for the energy above the lowest of the compared OMol25 structures with the same formula, charge and spin: 34.9 kcal per mole. The calculation puts the total energy at -1047.41001 hartree. As for the HOMO-LUMO gap: 7.986 eV. The calculation puts the max |F| at 0.53 eV Å⁻¹. Its net charge is -1. As for the HOMO energy: -4.90 eV.

***

Entry from the OMol25 dataset: C4H8CsO as an isolated structure at a distorted geometry (ωB97M-V with the def2-TZVPD basis set).

XYZ file:
```
14
C4H8CsO (ωB97M-V with the def2-TZVPD basis set)
Cs 3.13 5.12 0.48
C -0.21 -1.34 0.50
C -0.75 -0.95 -0.94
C -0.61 0.57 -0.81
O 0.52 0.76 -0.05
C 0.61 -0.14 1.01
H 0.46 -2.20 0.41
H -1.06 -1.44 1.17
H -1.74 -1.40 -1.05
H -0.05 -1.23 -1.73
H -1.47 1.06 -0.36
H -0.55 1.12 -1.75
H 0.05 0.31 1.84
H 1.66 -0.25 1.27
```

As for the energy above the lowest of the compared OMol25 structures with the same formula, charge and spin: 19.2 kcal per mole. The calculation puts the total energy at -252.35148 hartree. As for the HOMO-LUMO gap: 7.957 eV. The calculation puts the max |F| at 3.05 eV Å⁻¹. Its net charge is +1. As for the HOMO energy: -11.98 eV.

***

Entry from the OMol25 dataset: a 2-piece molecular cluster, C3H3O2P overall at a distorted geometry (ωB97M-V with the def2-TZVPD basis set).

XYZ file:
```
9
C3H3O2P (ωB97M-V with the def2-TZVPD basis set)
C -0.70 -0.37 0.31
C 2.40 0.68 -0.03
C -1.85 -0.10 -0.31
O 1.92 1.71 -0.21
O 2.92 -0.33 0.07
P -0.19 -2.03 0.41
H -0.07 0.41 0.79
H -2.00 0.93 -0.42
H -2.44 -0.90 -0.61
```

As for the energy above the lowest of the compared OMol25 structures with the same formula, charge and spin: 46.6 kcal per mole. The calculation puts the total energy at -607.85645 hartree. As for the HOMO-LUMO gap (spin up / spin down): 6.815 / 7.084 eV. The calculation puts the max |F| at 2.21 eV Å⁻¹. As for the HOMO energy (spin up / spin down): -7.85 / -8.27 eV.

***

Entry from the OMol25 dataset: one molecule with the formula C8H8BrN at a distorted geometry (ωB97M-V with the def2-TZVPD basis set).

XYZ file:
```
18
C8H8BrN (ωB97M-V with the def2-TZVPD basis set)
C 0.77 1.97 -0.21
C -0.55 2.04 0.12
C 1.25 0.63 -0.38
C -1.85 0.18 0.93
C 0.16 -0.19 -0.13
C -2.99 -0.35 1.16
C 2.70 0.22 -0.63
C -0.15 -1.62 -0.04
N -0.87 0.74 0.30
Br -4.51 -0.38 -0.39
H 1.31 2.83 -0.49
H -3.51 -0.53 2.12
H 2.81 -0.85 -0.68
H 2.87 0.67 -1.54
H 3.48 0.61 0.10
H -0.48 -1.93 0.89
H -1.01 -1.74 -0.63
H 0.57 -2.31 -0.51
```

As for the energy above the lowest of the compared OMol25 structures with the same formula, charge and spin: 95.1 kcal per mole. The calculation puts the total energy at -2938.15946 hartree. As for the HOMO-LUMO gap (spin up / spin down): 5.544 / 5.510 eV. The calculation puts the max |F| at 4.23 eV Å⁻¹. As for the HOMO energy (spin up / spin down): -7.95 / -7.94 eV.

***

Entry from the OMol25 dataset: a 3-piece molecular cluster, C3H9INP overall at a distorted geometry (ωB97M-V with the def2-TZVPD basis set).

XYZ file:
```
15
C3H9INP (ωB97M-V with the def2-TZVPD basis set)
C -0.87 -0.34 -0.59
C -0.20 2.05 -0.33
C -0.90 1.12 -0.90
N 0.69 -0.22 -4.51
P 0.73 1.33 -4.33
I -2.46 -3.68 3.03
H -1.83 -0.79 -0.17
H -0.54 -0.86 -1.52
H -0.07 -0.70 0.12
H -0.43 3.15 -0.59
H -1.10 -3.70 2.12
H 0.59 1.91 0.36
H -1.73 1.46 -1.57
H 0.16 -0.53 -5.33
H 0.24 1.74 -5.61
```

As for the energy above the lowest of the compared OMol25 structures with the same formula, charge and spin: 23.4 kcal per mole. The calculation puts the total energy at -813.40217 hartree. As for the HOMO-LUMO gap: 9.268 eV. The calculation puts the max |F| at 3.69 eV Å⁻¹. Its structure (SMILES) is [H]/N=P\[H].C=CC.I. As for the HOMO energy: -9.63 eV.

***

Entry from the OMol25 dataset: one molecule with the formula C3H3NOS at a distorted geometry (ωB97M-V with the def2-TZVPD basis set).

XYZ file:
```
9
C3H3NOS (ωB97M-V with the def2-TZVPD basis set)
C 0.03 -0.11 -0.10
C -0.84 -1.36 -0.49
C 0.16 1.32 0.32
N 1.25 0.17 0.38
O -0.21 -2.34 -0.92
S -2.59 -1.32 -0.36
H 0.23 2.08 -0.47
H -0.26 1.56 1.23
H 2.23 0.00 0.41
```

As for the energy above the lowest of the compared OMol25 structures with the same formula, charge and spin: 90.6 kcal per mole. The calculation puts the total energy at -644.14252 hartree. As for the HOMO-LUMO gap (spin up / spin down): 6.242 / 6.250 eV. The calculation puts the max |F| at 5.78 eV Å⁻¹. As for the HOMO energy (spin up / spin down): -7.99 / -7.99 eV.

***

Entry from the OMol25 dataset: C28H55O2Si4Sr as an isolated structure at a distorted geometry (ωB97M-V with the def2-TZVPD basis set).

XYZ file:
```
90
C28H55O2Si4Sr (ωB97M-V with the def2-TZVPD basis set)
O 5.73 2.74 -2.05
C 6.75 1.98 -2.74
C 7.81 3.06 -2.78
H 6.49 1.73 -3.77
H 7.07 1.12 -2.17
C 6.66 3.86 -2.14
H 8.07 3.25 -3.83
H 8.66 2.83 -2.13
C 6.10 4.93 -3.07
H 5.97 4.51 -4.08
H 6.81 5.76 -3.16
H 5.15 5.31 -2.69
C 6.90 4.32 -0.72
H 7.24 3.49 -0.10
H 5.97 4.69 -0.28
H 7.65 5.11 -0.68
Sr 1.49 1.66 0.38
C -0.07 -0.31 2.27
C 0.33 -1.36 1.41
C 1.74 -1.39 1.38
H -0.34 -2.06 0.92
C 2.22 -0.36 2.25
C 1.09 0.30 2.81
H 1.10 1.12 3.53
H -1.11 -0.10 2.54
H 2.35 -2.15 0.87
H 3.27 -0.16 2.49
C -1.73 1.61 -0.42
C -1.26 2.64 0.42
C -0.43 3.50 -0.35
H -1.59 2.80 1.46
C -0.34 2.95 -1.67
C -1.18 1.79 -1.71
H -1.44 1.20 -2.58
H -2.46 0.85 -0.16
H 0.06 4.41 0.00
H 0.16 3.38 -2.53
O 4.93 0.47 -2.70
C 4.31 0.73 -1.33
C 5.05 -0.28 -0.48
H 3.21 0.51 -1.45
H 4.48 1.76 -0.95
C 5.11 -1.52 -1.40
H 4.68 -0.40 0.54
H 6.06 0.12 -0.37
C 4.68 -0.97 -2.78
H 4.46 -2.31 -1.03
H 6.16 -1.85 -1.51
H 3.58 -0.97 -2.93
H 5.14 -1.46 -3.65
C -5.28 -0.72 -1.48
Si -4.62 -2.24 -0.58
C -6.01 -3.47 -0.31
C -3.25 -3.04 -1.62
Si -3.64 -1.61 1.42
Si -5.09 -0.19 2.53
C -6.84 -0.90 2.56
C -4.46 0.04 4.28
C -5.11 1.47 1.63
Si -3.43 -3.52 2.71
C -5.11 -4.12 3.36
C -2.64 -4.88 1.69
C -2.30 -3.06 4.15
H -5.78 -1.07 -2.39
H -4.47 -0.04 -1.78
H -6.00 -0.16 -0.88
H -6.37 -3.77 -1.30
H -5.69 -4.37 0.23
H -6.86 -3.02 0.24
H -2.65 -2.25 -2.09
H -2.59 -3.68 -1.02
H -3.72 -3.64 -2.41
H -6.92 -1.79 3.21
H -7.50 -0.12 2.97
H -7.21 -1.17 1.56
H -3.46 0.50 4.28
H -5.14 0.73 4.81
H -4.41 -0.89 4.85
H -4.10 1.90 1.56
H -5.52 1.40 0.62
H -5.73 2.16 2.22
H -5.86 -4.22 2.57
H -4.94 -5.11 3.80
H -5.51 -3.46 4.14
H -1.56 -4.71 1.58
H -2.78 -5.84 2.22
H -3.08 -4.98 0.69
H -1.34 -2.65 3.79
H -2.75 -2.33 4.83
H -2.08 -3.98 4.71
```

As for the energy above the lowest of the compared OMol25 structures with the same formula, charge and spin: 39.8 kcal per mole. The calculation puts the total energy at -2439.00739 hartree. As for the HOMO-LUMO gap: 2.849 eV. The calculation puts the max |F| at 2.82 eV Å⁻¹. Its net charge is -1. As for the HOMO energy: -1.81 eV.

***

Entry from the OMol25 dataset: C43H53N6O3SeTeTi as an isolated structure at a distorted geometry (ωB97M-V with the def2-TZVPD basis set).

XYZ file:
```
108
C43H53N6O3SeTeTi (ωB97M-V with the def2-TZVPD basis set)
Ti 0.11 1.29 -1.45
C -0.94 3.35 -4.02
N -0.09 2.21 -3.71
C -0.48 1.05 -4.54
C -1.29 0.05 -3.75
C -2.13 -0.82 -4.40
C -2.90 -1.75 -3.68
C -2.78 -1.72 -2.28
C -1.93 -0.83 -1.69
N -1.14 0.06 -2.38
C 1.34 2.53 -3.86
C 2.10 1.27 -3.53
C 3.20 0.84 -4.24
C 3.69 -0.45 -4.05
C 3.01 -1.27 -3.17
C 1.94 -0.77 -2.46
N 1.51 0.50 -2.59
C -1.09 4.33 -2.89
C -1.32 5.67 -3.15
C -1.54 6.54 -2.09
C -1.49 6.01 -0.81
C -1.24 4.66 -0.65
N -1.07 3.81 -1.67
H -1.94 2.97 -4.24
H -0.58 3.87 -4.92
H 0.42 0.55 -4.92
H -1.04 1.36 -5.42
H -2.19 -0.79 -5.48
H -3.55 -2.45 -4.18
H -3.35 -2.41 -1.67
H -1.80 -0.79 -0.61
H 1.59 3.34 -3.18
H 1.57 2.85 -4.88
H 3.66 1.51 -4.96
H 4.54 -0.80 -4.61
H 3.31 -2.30 -3.03
H 1.41 -1.37 -1.73
H -1.32 6.04 -4.17
H -1.72 7.59 -2.25
H -1.62 6.64 0.06
H -1.17 4.23 0.34
C -1.40 2.09 1.61
O -1.85 1.68 0.33
C -3.29 1.61 0.29
C -3.95 2.46 -0.78
O -3.75 1.94 -2.07
C -4.79 2.25 -2.96
H -1.80 3.07 1.90
H -0.31 2.14 1.56
H -1.69 1.37 2.39
H -3.68 1.97 1.25
H -3.59 0.57 0.16
H -3.58 3.49 -0.73
H -5.03 2.48 -0.56
H -4.83 3.33 -3.18
H -5.76 1.94 -2.56
H -4.59 1.70 -3.88
Se 2.42 5.32 0.14
C 1.72 3.81 -0.38
N 1.23 2.82 -0.76
C 3.21 0.67 0.01
C 1.88 0.33 0.67
O 2.02 0.09 1.92
N 0.74 0.19 0.05
Te -0.22 -1.12 1.96
C -0.25 -1.57 4.11
C 0.13 -0.60 5.04
C 0.58 0.78 4.65
C 0.16 -0.93 6.39
C -0.19 -2.19 6.85
C -0.12 -2.54 8.31
C -0.60 -3.13 5.91
C -0.65 -2.84 4.56
C -1.13 -3.90 3.60
C 1.13 -2.72 1.45
C 0.76 -3.58 0.41
C -0.61 -3.63 -0.21
C 1.68 -4.50 -0.10
C 2.96 -4.62 0.43
C 3.96 -5.58 -0.15
C 3.27 -3.83 1.53
C 2.40 -2.89 2.05
C 2.90 -2.13 3.25
H 3.87 1.09 0.76
H 3.13 1.36 -0.82
H 3.65 -0.26 -0.35
H 0.31 1.02 3.63
H 1.67 0.85 4.71
H 0.16 1.53 5.32
H 0.47 -0.17 7.10
H 0.36 -1.74 8.88
H 0.44 -3.46 8.47
H -1.13 -2.69 8.71
H -0.90 -4.12 6.25
H -1.59 -4.73 4.13
H -0.30 -4.29 3.01
H -1.86 -3.48 2.90
H -1.35 -3.14 0.43
H -0.91 -4.67 -0.35
H -0.62 -3.14 -1.18
H 1.38 -5.14 -0.92
H 3.51 -6.20 -0.92
H 4.37 -6.23 0.63
H 4.79 -5.03 -0.59
H 4.25 -3.95 1.99
H 3.50 -2.79 3.88
H 2.09 -1.72 3.84
H 3.53 -1.30 2.93
```

As for the energy above the lowest of the compared OMol25 structures with the same formula, charge and spin: 93.9 kcal per mole. The calculation puts the total energy at -5743.46292 hartree. As for the HOMO-LUMO gap (spin up / spin down): 5.803 / 3.573 eV. The calculation puts the max |F| at 3.36 eV Å⁻¹. The expectation value of S² is 1.19. As for the multiplicity: 2. As for the HOMO energy (spin up / spin down): -5.67 / -4.23 eV.

***

Entry from the OMol25 dataset: a 2-piece molecular cluster, C4H16N6 overall at a distorted geometry (ωB97M-V with the def2-TZVPD basis set).

XYZ file:
```
26
C4H16N6 (ωB97M-V with the def2-TZVPD basis set)
C -0.53 3.05 0.16
C -2.49 1.80 -0.56
N -3.63 1.16 -0.19
N -1.68 2.17 0.47
N -2.01 1.59 -1.80
H -3.96 1.61 0.65
H -4.19 0.36 -0.44
H -2.12 2.30 1.37
H -1.29 2.24 -2.06
H -2.70 1.39 -2.51
H 0.42 2.52 0.34
H -0.51 3.87 0.87
H -0.47 3.35 -0.87
C 1.35 -2.46 2.09
C 2.33 -2.02 -0.18
N 2.31 -1.91 1.13
N 2.95 -1.03 -0.96
N 1.59 -2.89 -0.82
H 2.74 -1.06 1.48
H 3.94 -1.04 -1.17
H 2.33 -0.76 -1.71
H 0.89 -3.51 -0.42
H 1.52 -2.90 -1.83
H 1.75 -3.45 2.36
H 0.34 -2.51 1.63
H 1.16 -1.85 2.99
```

As for the energy above the lowest of the compared OMol25 structures with the same formula, charge and spin: 30.1 kcal per mole. The calculation puts the total energy at -489.99896 hartree. As for the HOMO-LUMO gap: 11.147 eV. The calculation puts the max |F| at 4.42 eV Å⁻¹. Its net charge is +2. As for the HOMO energy: -17.26 eV.

***

Entry from the OMol25 dataset: C38H47N3O2SSeSn as an isolated structure at a distorted geometry (ωB97M-V with the def2-TZVPD basis set).

XYZ file:
```
93
C38H47N3O2SSeSn (ωB97M-V with the def2-TZVPD basis set)
Sn -1.47 -2.35 -0.01
C 2.96 3.79 -3.38
C 3.63 2.41 -3.48
C 3.94 2.09 -4.95
C 4.94 2.44 -2.69
C 2.66 1.37 -2.95
C 2.98 0.53 -1.86
C 2.09 -0.40 -1.44
Se 2.48 -1.58 0.04
C 2.00 -0.33 1.42
C 2.84 0.69 1.78
C 2.49 1.56 2.83
C 1.26 1.35 3.48
C 0.36 0.36 3.17
C 0.70 -0.50 2.05
O -0.07 -1.38 1.57
C -0.93 0.28 4.00
C -1.92 -0.82 3.61
C -1.66 1.63 3.87
C -0.54 0.04 5.47
C 3.40 2.66 3.30
C 4.70 2.75 2.49
C 2.65 4.01 3.16
C 3.75 2.42 4.78
C 0.78 -0.55 -2.05
O -0.03 -1.40 -1.58
C 0.47 0.29 -3.19
C 1.41 1.21 -3.57
C -0.86 0.15 -3.94
C -0.96 1.14 -5.10
C -0.97 -1.27 -4.51
C -2.05 0.44 -2.99
H 3.67 4.56 -3.70
H 2.68 4.01 -2.34
H 2.07 3.86 -4.00
H 4.68 2.79 -5.33
H 3.05 2.17 -5.58
H 4.34 1.08 -5.05
H 5.60 3.20 -3.13
H 5.47 1.49 -2.74
H 4.77 2.71 -1.65
H 3.94 0.61 -1.37
H 3.79 0.79 1.27
H 1.02 2.01 4.30
H -2.30 -0.69 2.60
H -2.77 -0.78 4.30
H -1.47 -1.81 3.69
H -1.87 1.85 2.82
H -1.08 2.45 4.27
H -2.61 1.59 4.41
H -0.02 -0.91 5.58
H -1.43 0.02 6.09
H 0.11 0.83 5.85
H 4.50 2.97 1.44
H 5.28 1.83 2.57
H 5.31 3.55 2.89
H 2.34 4.17 2.13
H 3.33 4.82 3.45
H 1.78 4.06 3.81
H 4.22 1.44 4.91
H 2.88 2.47 5.43
H 4.46 3.18 5.12
H 1.19 1.86 -4.41
H -0.17 0.97 -5.84
H -0.93 2.17 -4.76
H -1.92 0.99 -5.61
H -0.16 -1.47 -5.21
H -1.92 -1.38 -5.05
H -0.94 -2.03 -3.72
H -1.92 1.40 -2.49
H -2.15 -0.34 -2.23
H -2.97 0.47 -3.57
N -5.68 -4.03 0.10
C -5.15 -5.31 0.10
C -5.72 -6.58 0.12
C -4.86 -7.65 0.11
C -3.46 -7.49 0.08
C -2.89 -6.23 0.06
C -3.75 -5.14 0.07
N -3.49 -3.78 0.05
C -4.64 -3.17 0.07
C -4.65 -1.72 0.05
C -5.70 -0.86 0.06
S -5.14 0.75 0.04
C -3.53 0.19 0.01
N -3.41 -1.11 0.03
H -6.66 -3.80 0.12
H -6.80 -6.72 0.15
H -5.26 -8.65 0.13
H -2.84 -8.37 0.08
H -1.82 -6.09 0.04
H -6.76 -1.09 0.07
H -2.69 0.86 -0.01
```

The calculation puts the total energy at -4804.38494 hartree. As for the HOMO-LUMO gap (spin up / spin down): 6.112 / 6.146 eV. The calculation puts the max |F| at 1.51 eV Å⁻¹. Its net charge is +2. As for the HOMO energy (spin up / spin down): -13.38 / -13.42 eV.

***

- What is the max |F| in the eighth record?
  5.78 eV Å⁻¹

***

- Which of these has the lowest max |F|?
  C5H8O